[1]
{
  "formula": "C37H96BN9O5",
  "method": "ωB97M-V with the def2-TZVPD basis set",
  "homo_ev": -22.273,
  "charge": 6,
  "e_above_lowest_ev": 1.966,
  "lumo_energy_ha": -0.439,
  "species": ["B", "H", "H", "H", "H", "C", "C", "N", "C", "C", "N", "C", "C", "H", "H", "H", "H", "H", "H", "H", "H", "H", "H", "H", "C", "C", "N", "C", "C", "N", "C", "C", "H", "H", "H", "H", "H", "H", "H", "H", "H", "H", "H", "C", "N", "C", "C", "C", "C", "O", "H", "H", "H", "H", "H", "H", "H", "H", "H", "H", "H", "H", "H", "H", "C", "N", "C", "C", "C", "C", "O", "H", "H", "H", "H", "H", "H", "H", "H", "H", "H", "H", "H", "H", "H", "C", "N", "C", "C", "C", "C", "O", "H", "H", "H", "H", "H", "H", "H", "H", "H", "H", "H", "H", "H", "H", "C", "N", "C", "C", "C", "C", "O", "H", "H", "H", "H", "H", "H", "H", "H", "H", "H", "H", "H", "H", "H", "C", "N", "C", "C", "C", "C", "O", "H", "H", "H", "H", "H", "H", "H", "H", "H", "H", "H", "H", "H", "H"],
  "xyz": [[-0.55409, 0.68168, 0.53911], [-0.22795, -0.42519, 0.46238], [-1.57135, 0.85893, 0.02069], [-0.50590, 1.08657, 1.61457], [0.18661, 1.25656, -0.14554], [2.21965, -1.47335, -1.10660], [3.46122, -2.06942, -1.78431], [3.24863, -3.26378, -2.57436], [2.46825, -3.32477, -3.69026], [2.50714, -4.59696, -4.16485], [3.17703, -5.34222, -3.23241], [3.59260, -4.53394, -2.24614], [3.31108, -6.80796, -3.22045], [2.46570, -0.54560, -0.58762], [1.83449, -2.12170, -0.32292], [1.41616, -1.20615, -1.79404], [4.22225, -2.18524, -1.01298], [3.91421, -1.32982, -2.44821], [2.06366, -2.43836, -4.14965], [2.09073, -5.07065, -5.03876], [4.22604, -4.73737, -1.39781], [4.18935, -7.05121, -2.62678], [3.34669, -7.11201, -4.26179], [2.47405, -7.24391, -2.67665], [0.83432, 4.34505, 0.96565], [-0.59806, 4.08141, 0.37145], [-0.49787, 4.01542, -1.11945], [-0.06820, 5.03352, -1.93930], [0.07069, 4.55802, -3.20597], [-0.60880, 3.36366, -3.23060], [-0.81249, 2.99287, -1.94673], [-0.75510, 2.48468, -4.38273], [1.48160, 3.52391, 0.64921], [0.80574, 4.29083, 2.05157], [1.19818, 5.29727, 0.58909], [-1.18599, 4.96303, 0.60839], [-0.86241, 3.13631, 0.82743], [0.41409, 5.88859, -1.48971], [0.42963, 5.09697, -4.06828], [-1.31619, 2.08697, -1.66026], [-0.47581, 1.45235, -4.19262], [-0.13023, 2.89408, -5.17667], [-1.76546, 2.57408, -4.78260], [-2.18433, -2.33156, 2.25469], [-1.38150, -3.52273, 1.78930], [-0.68495, -3.28449, 0.46753], [-0.40097, -3.83267, 2.85737], [-2.31280, -4.71877, 1.60431], [-3.40961, -4.61289, 0.53996], [-4.42773, -3.68647, 0.84041], [-1.46532, -1.59827, 2.62450], [-2.62115, -2.60071, 3.21812], [-2.90005, -1.95304, 1.53714], [0.24024, -2.75997, 0.68705], [-1.35669, -2.84317, -0.25533], [-0.25625, -4.24062, 0.15853], [0.22921, -2.96815, 3.07357], [0.31220, -4.62912, 2.64933], [-0.95555, -4.05354, 3.76743], [-2.78312, -5.04926, 2.53310], [-1.66285, -5.55275, 1.33106], [-3.84359, -5.60626, 0.43066], [-2.85553, -4.31202, -0.35054], [-5.05821, -4.04762, 1.47566], [-5.12155, 0.30025, 4.36708], [-4.85410, 1.72211, 4.78678], [-6.15244, 2.35376, 5.25778], [-3.82174, 1.74716, 5.85935], [-4.35283, 2.57536, 3.64107], [-2.94328, 2.24667, 3.07832], [-2.71234, 0.92506, 2.63229], [-5.28152, -0.32311, 5.24453], [-4.31969, -0.21535, 3.83914], [-5.93505, 0.29990, 3.64482], [-6.40895, 1.77867, 6.14308], [-6.89383, 2.36472, 4.46398], [-5.93191, 3.39031, 5.50702], [-3.43810, 2.75837, 5.96609], [-3.00011, 1.07622, 5.60028], [-4.11246, 1.32512, 6.82161], [-4.33894, 3.61539, 3.95590], [-5.06931, 2.40178, 2.83940], [-2.13688, 2.55654, 3.75366], [-2.75848, 2.92218, 2.23535], [-1.94254, 0.83214, 2.01291], [-3.92847, -3.22625, -4.57575], [-3.21828, -1.93905, -4.18653], [-1.82864, -1.99147, -4.73560], [-3.98004, -0.74320, -4.69734], [-3.19420, -1.93842, -2.66354], [-2.58505, -0.72261, -1.93965], [-1.19991, -0.56819, -2.25527], [-3.32163, -4.10271, -4.36859], [-4.19409, -3.16105, -5.62876], [-4.84455, -3.25827, -3.98884], [-1.14982, -2.67776, -4.24259], [-1.46807, -0.97006, -4.83818], [-1.87871, -2.26786, -5.79270], [-5.00284, -0.93456, -4.38392], [-3.93247, -0.76164, -5.78690], [-3.48619, 0.17992, -4.41276], [-2.59976, -2.81384, -2.40776], [-4.24560, -1.94664, -2.38024], [-2.68066, -0.90873, -0.86884], [-3.07470, 0.20020, -2.25681], [-0.73900, -0.00224, -1.59732], [4.52774, 4.45217, -2.83328], [4.46708, 3.03425, -3.35504], [3.98407, 3.12619, -4.75954], [5.86219, 2.39624, -3.42251], [3.49798, 2.17683, -2.46867], [3.78464, 2.15244, -0.99331], [4.95392, 1.47113, -0.62755], [4.71199, 4.49318, -1.76478], [3.71239, 5.13095, -3.08532], [5.36272, 4.90821, -3.36722], [4.62828, 3.80889, -5.31381], [2.96802, 3.51689, -4.80185], [4.01356, 2.18808, -5.31252], [5.74605, 1.66330, -4.21737], [6.05786, 1.98083, -2.44058], [6.58644, 3.11961, -3.78784], [3.73706, 1.24144, -2.98239], [2.48580, 2.49327, -2.71073], [2.89718, 1.72098, -0.50931], [3.73132, 3.19244, -0.64892], [5.11152, 1.60303, 0.31333], [3.97519, 0.75603, 4.68822], [2.64774, 0.14655, 4.31416], [2.54486, 0.07756, 2.79629], [2.68988, -1.28217, 4.85022], [1.50077, 0.94713, 4.95729], [1.11887, 2.29316, 4.28527], [2.15816, 3.21568, 4.12288], [4.78128, 0.29148, 4.12481], [4.07371, 0.69356, 5.76920], [4.00587, 1.81702, 4.44945], [2.67666, 1.05094, 2.32931], [1.59809, -0.40227, 2.56197], [3.39895, -0.51819, 2.47703], [1.69674, -1.69238, 4.68515], [2.93815, -1.17288, 5.90231], [3.44991, -1.85893, 4.33073], [1.68772, 0.94534, 6.02979], [0.68223, 0.23631, 4.81247], [0.33240, 2.65830, 4.94644], [0.62955, 2.07067, 3.33069], [2.72884, 2.87880, 3.42670]],
  "lowdin_charge": [-0.43, -0.03, -0.01, -0.03, -0.02, -0.05, -0.15, -0.05, -0.02, 0.02, -0.08, 0.03, 0.06, 0.06, 0.05, 0.07, 0.14, 0.12, 0.14, 0.15, 0.18, 0.11, 0.12, 0.11, -0.03, -0.11, -0.01, 0.00, -0.01, -0.07, -0.01, 0.02, 0.05, 0.07, 0.08, 0.14, 0.07, 0.15, 0.15, 0.12, 0.08, 0.11, 0.11, 0.02, -0.32, 0.02, 0.00, -0.09, -0.21, -0.05, 0.09, 0.12, 0.10, 0.07, 0.09, 0.12, 0.09, 0.13, 0.13, 0.15, 0.14, 0.15, 0.10, 0.12, 0.02, -0.35, 0.05, 0.01, -0.07, -0.22, -0.13, 0.12, 0.08, 0.12, 0.12, 0.12, 0.12, 0.12, 0.10, 0.13, 0.15, 0.14, 0.11, 0.12, -0.01, 0.04, -0.35, 0.00, 0.05, -0.09, -0.21, -0.13, 0.12, 0.13, 0.12, 0.11, 0.09, 0.12, 0.13, 0.13, 0.10, 0.12, 0.15, 0.11, 0.12, 0.02, 0.02, -0.33, -0.01, 0.07, -0.06, -0.27, -0.03, 0.10, 0.11, 0.12, 0.13, 0.10, 0.11, 0.11, 0.10, 0.13, 0.13, 0.13, 0.10, 0.11, 0.11, 0.03, -0.35, 0.02, 0.04, -0.05, -0.22, -0.02, 0.12, 0.13, 0.10, 0.09, 0.09, 0.10, 0.09, 0.12, 0.12, 0.15, 0.12, 0.14, 0.09, 0.06]
}

***

[2]
{
  "formula": "C37H96N7NaO9",
  "method": "ωB97M-V with the def2-TZVPD basis set",
  "homo_ev": -4.921,
  "charge": 0,
  "e_above_lowest_ev": 8.638,
  "lumo_energy_ha": -0.076,
  "species": ["Na", "C", "C", "O", "H", "H", "H", "H", "H", "C", "C", "C", "O", "C", "N", "H", "H", "H", "H", "H", "H", "H", "H", "H", "H", "H", "C", "C", "C", "O", "C", "N", "H", "H", "H", "H", "H", "H", "H", "H", "H", "H", "H", "C", "C", "C", "O", "C", "N", "H", "H", "H", "H", "H", "H", "H", "H", "H", "H", "H", "C", "C", "C", "O", "C", "N", "H", "H", "H", "H", "H", "H", "H", "H", "H", "H", "H", "C", "C", "C", "O", "C", "N", "H", "H", "H", "H", "H", "H", "H", "H", "H", "H", "H", "C", "C", "C", "O", "C", "N", "H", "H", "H", "H", "H", "H", "H", "H", "H", "H", "H", "C", "C", "C", "C", "C", "C", "N", "O", "C", "C", "C", "H", "H", "H", "H", "H", "H", "H", "H", "H", "H", "H", "H", "H", "H", "H", "H", "H", "H", "H", "C", "C", "O", "H", "H", "H", "H", "H", "H"],
  "xyz": [[13.67585, -15.59596, 11.70042], [6.71363, -16.42434, 13.82867], [8.06898, -16.50545, 13.06957], [9.11295, -17.01848, 13.89776], [6.09811, -17.32380, 13.81427], [6.13214, -15.66069, 13.31210], [6.80291, -16.16071, 14.88253], [8.41139, -15.53924, 12.69901], [7.86561, -17.08957, 12.17206], [5.06024, -13.13436, 7.24908], [5.43827, -13.94885, 6.03960], [4.50298, -15.17756, 5.74873], [4.41588, -16.01040, 6.93693], [5.49131, -16.96992, 7.11862], [5.43204, -13.05718, 4.90232], [4.00018, -12.88335, 7.21199], [5.63286, -12.21298, 7.35525], [5.16666, -13.74317, 8.14692], [6.45633, -14.31184, 6.18069], [4.77705, -15.78704, 4.88761], [3.47670, -14.89933, 5.50906], [5.50411, -17.73982, 6.34715], [5.39910, -17.54276, 8.04136], [6.49777, -16.56822, 7.00129], [4.45194, -12.82798, 4.81871], [5.63694, -13.58657, 4.06694], [-2.20569, -19.09293, 19.57110], [-2.24013, -17.93531, 20.64781], [-1.73881, -16.54656, 20.14560], [-0.37157, -16.54851, 19.88531], [0.21939, -15.56245, 18.99480], [-3.62647, -17.76867, 20.96664], [-2.79898, -18.86084, 18.68667], [-2.52989, -20.06314, 19.94749], [-1.20771, -19.27803, 19.17377], [-1.66307, -18.29895, 21.49804], [-1.80365, -15.90632, 21.02536], [-2.24791, -16.15584, 19.26454], [1.27833, -15.36137, 19.15705], [-0.25641, -14.59922, 19.17899], [-0.14057, -15.90031, 18.02302], [-4.15516, -17.67126, 20.11160], [-3.95480, -18.65494, 21.32276], [16.38813, -12.32301, 19.84221], [15.23411, -13.32659, 19.58696], [14.67015, -13.18561, 18.14332], [13.44430, -13.89609, 18.12714], [12.29553, -13.04188, 18.00050], [15.70993, -14.67484, 19.70602], [15.97364, -11.32754, 19.68305], [17.29226, -12.50300, 19.26061], [16.72686, -12.31495, 20.87821], [14.52791, -13.23924, 20.41265], [15.29712, -13.60604, 17.35704], [14.48101, -12.14884, 17.86501], [11.41887, -13.67520, 18.13639], [12.39922, -12.42850, 17.10546], [12.26603, -12.30729, 18.80525], [16.07038, -14.69161, 20.64936], [16.53637, -14.67619, 19.12543], [17.85495, -11.17319, 9.93075], [16.58549, -11.65924, 10.59974], [15.33004, -11.21414, 9.87275], [14.13543, -11.30363, 10.62916], [12.92678, -11.47720, 9.87727], [16.67262, -13.03802, 10.59791], [18.06993, -10.11872, 10.10387], [17.94023, -11.23668, 8.84594], [18.71340, -11.62938, 10.42376], [16.67640, -11.29349, 11.62252], [15.25133, -11.77795, 8.94322], [15.42224, -10.16776, 9.58175], [12.85459, -12.48713, 9.47362], [12.89477, -10.82325, 9.00581], [12.06572, -11.29495, 10.52028], [17.50348, -13.20736, 11.14664], [17.00903, -13.31200, 9.68584], [8.31132, -23.81456, 11.69560], [9.81430, -23.48774, 11.35059], [10.10247, -22.80422, 9.96969], [9.82090, -23.79304, 9.01718], [10.46024, -23.52431, 7.78513], [10.34281, -22.72037, 12.39979], [7.69602, -22.91502, 11.71392], [8.22377, -24.31095, 12.66205], [7.90617, -24.45139, 10.90923], [10.34174, -24.43942, 11.28574], [11.17283, -22.60073, 9.93754], [9.48833, -21.92582, 9.77128], [10.27383, -22.50340, 7.45185], [10.17890, -24.17825, 6.95971], [11.52718, -23.74092, 7.83832], [9.90801, -21.83483, 12.18329], [11.32466, -22.57537, 12.21256], [5.27017, -20.10742, 19.10378], [6.70448, -19.53061, 19.23749], [6.74256, -18.47899, 20.45314], [8.03985, -17.89527, 20.44913], [8.17965, -16.95131, 21.48234], [7.72021, -20.55728, 19.46565], [5.04472, -20.81397, 18.30500], [4.48660, -19.35173, 19.04846], [5.02856, -20.66871, 20.00637], [7.01149, -18.96106, 18.36030], [6.55897, -18.92535, 21.43046], [6.06595, -17.62535, 20.41323], [7.64898, -16.02679, 21.25484], [9.19242, -16.62168, 21.71418], [7.71677, -17.36262, 22.37937], [7.27094, -21.39119, 19.11516], [7.82994, -20.81615, 20.43572], [-2.27833, -17.17792, 11.35368], [-0.83819, -17.63496, 11.18641], [-0.56831, -18.52720, 12.39710], [-1.19611, -19.91189, 12.34855], [-0.62429, -20.57576, 11.04579], [-0.98414, -19.75762, 9.74864], [-0.63858, -18.34356, 9.91208], [-0.71607, -17.57343, 8.79347], [-0.13560, -20.41647, 8.62894], [-2.43653, -20.01365, 9.27292], [0.07224, -16.43386, 11.25530], [-2.94500, -18.02850, 11.49567], [-2.53421, -16.62138, 10.45207], [-2.36286, -16.46107, 12.17044], [0.50355, -18.62047, 12.57179], [-1.05799, -18.14713, 13.29369], [-2.28597, -19.91747, 12.36521], [-0.97068, -20.60192, 13.16165], [-0.92459, -21.61923, 10.95044], [0.46452, -20.61862, 11.07349], [0.94458, -20.30758, 8.72620], [-0.41025, -21.46380, 8.50340], [-0.36401, -19.98499, 7.65439], [-2.74992, -21.05398, 9.18565], [-3.21405, -19.54324, 9.87483], [-2.59383, -19.66141, 8.25347], [-0.17097, -15.66926, 10.51751], [1.09968, -16.63478, 10.95182], [0.13207, -15.83985, 12.16725], [0.22751, -17.57981, 8.61675], [3.41561, -9.09901, 13.18695], [3.86505, -7.80761, 13.76403], [4.26106, -7.03336, 12.61090], [2.93766, -9.71773, 13.94645], [4.26764, -9.61344, 12.74253], [2.63783, -8.94439, 12.43911], [4.69303, -7.90360, 14.46641], [3.04593, -7.32768, 14.29958], [4.60918, -6.25127, 13.04534]],
  "lowdin_charge": [0.75, -0.13, -0.51, -0.40, 0.05, 0.04, 0.05, 0.05, 0.06, -0.07, -0.46, -0.17, -0.21, -0.09, 0.02, 0.08, 0.08, 0.08, 0.13, 0.11, 0.12, 0.07, 0.09, 0.08, 0.07, 0.07, -0.07, -0.40, -0.22, -0.23, -0.06, 0.01, 0.07, 0.07, 0.06, 0.14, 0.12, 0.12, 0.09, 0.07, 0.09, 0.07, 0.07, -0.07, -0.43, -0.20, -0.20, -0.09, 0.03, 0.07, 0.07, 0.07, 0.14, 0.12, 0.11, 0.10, 0.08, 0.08, 0.07, 0.06, -0.07, -0.48, -0.20, -0.19, -0.09, 0.02, 0.08, 0.09, 0.08, 0.15, 0.13, 0.13, 0.07, 0.09, 0.09, 0.08, 0.08, -0.04, -0.45, -0.21, -0.19, -0.12, 0.03, 0.07, 0.07, 0.07, 0.13, 0.11, 0.13, 0.09, 0.08, 0.08, 0.08, 0.07, -0.08, -0.38, -0.19, -0.19, -0.13, 0.03, 0.07, 0.07, 0.07, 0.13, 0.11, 0.12, 0.08, 0.09, 0.08, 0.06, 0.07, -0.04, -0.52, -0.15, -0.17, -0.12, -0.47, -0.15, 0.01, -0.06, -0.04, -0.05, 0.07, 0.09, 0.09, 0.12, 0.12, 0.10, 0.11, 0.11, 0.11, 0.08, 0.08, 0.07, 0.08, 0.07, 0.08, 0.08, 0.09, 0.09, 0.11, -0.11, -0.33, -0.09, 0.08, 0.08, 0.08, 0.11, 0.11, 0.07]
}